(1)
18
Properties=species:S:1:pos:R:3:forces:R:3 method="wB97M-V/def2-TZVPD" charge=-1 relative_energy_kj_mol=333.60 homo_ev=-3.0
C 0.11316 -0.40937 -1.43020 0.6081 0.0732 0.3346
C 0.23794 -0.73455 0.05470 -1.5058 -0.5694 1.5219
C 1.01713 0.34909 0.88043 0.7929 -0.0164 -0.5694
C 2.21552 0.82277 0.13780 0.2040 0.2444 -0.4226
O 3.35350 0.40684 0.23201 -0.0218 -0.1907 0.3172
N -1.09990 -0.93437 0.66133 1.1127 0.6890 -1.2099
C -2.26744 0.47173 0.30130 -0.0233 -2.1422 0.9130
O -1.70290 1.57582 0.33207 0.5415 1.2147 -0.2430
H -0.14424 0.64162 -1.54924 -0.3674 -0.0075 -0.0757
H -0.66602 -1.06092 -1.81138 -0.0533 0.0635 -0.3158
H 1.05518 -0.56579 -1.96535 0.0120 -0.1350 -0.0640
H 0.74006 -1.68955 0.25493 0.4359 0.1171 -0.6426
H 0.30917 1.15973 0.99621 -0.1105 0.1920 0.2445
H 1.38443 -0.07028 1.81790 -0.3725 -0.0726 0.0962
H 2.04722 1.61438 -0.62156 -0.2396 0.0299 -0.0114
H -1.05537 -1.77135 1.22447 -0.5962 0.2050 0.4022
H -2.59486 0.01153 -0.64455 -0.1089 0.2414 -0.2412
H -2.94258 0.18267 1.12912 -0.3078 0.0636 -0.0337

=====

(2)
18
Properties=species:S:1:pos:R:3:forces:R:3 method="wB97M-V/def2-TZVPD" charge=-1 relative_energy_kj_mol=364.51 homo_ev=-2.8
C -0.48401 0.18789 -1.53474 3.4058 -0.7627 1.3761
N -0.06155 -0.15918 -0.25354 0.0702 0.4143 -0.0478
C 1.41317 -0.31714 0.05303 -1.1699 -3.3175 0.6045
C 2.32699 0.81287 -0.03778 3.2315 3.5563 -2.5225
C -0.98677 -0.16437 0.85749 0.5794 -0.6185 3.1767
C -2.51606 -0.54412 0.55602 1.2610 1.4986 -1.0240
O -2.58417 -1.53999 -0.33583 -0.4077 -0.1140 1.0762
O 0.42186 0.42386 -2.35737 -1.7110 -0.0551 -0.2507
H -1.56482 0.12415 -1.69683 0.0995 0.1100 0.0306
H 1.71332 -1.13296 -0.60634 0.3016 0.4549 -0.9045
H 1.68050 -0.92098 0.96556 -1.6035 0.9427 0.1171
H 2.41900 0.97517 -1.20172 -0.3199 0.5659 2.2303
H 3.48353 0.69447 0.22711 -2.5378 -0.5652 -0.0259
H 2.05169 1.80231 0.48976 -0.0103 -1.6382 -0.8982
H -0.67003 -0.89148 1.65975 0.0820 -0.3922 -1.2568
H -0.69355 0.71957 1.51092 -1.2410 0.1846 -0.8409
H -2.88236 0.40899 0.14723 -0.5579 0.7564 -0.5159
H -3.06675 -0.47906 1.55728 0.5278 -1.0202 -0.3243

=====

(3)
19
Properties=species:S:1:pos:R:3:forces:R:3 method="wB97M-V/def2-TZVPD" relative_energy_kj_mol=406.76 homo_ev="-8.7 / -8.7"
C 0.64290 -1.20198 0.02759 -0.6241 -1.4389 0.4120
C -0.38489 -0.42816 -0.22840 0.1060 0.8152 -1.1853
C 1.65682 0.69430 -1.08851 -1.1309 -5.3081 0.3106
C 1.95652 -0.78784 -0.57738 -2.3890 2.6853 1.3397
C -2.27925 1.64656 0.51637 5.4977 -1.9400 -0.4454
N 2.86877 -0.80483 0.54453 1.7687 -1.1184 -2.4738
O -2.94743 -0.24649 -1.35805 -1.2452 -0.5561 -3.2386
O -2.62948 -0.91573 1.08020 0.4104 0.7171 -0.5086
P -2.12919 -0.02816 -0.21724 1.4483 0.8804 4.8536
H 0.57797 -2.10751 0.72963 0.1450 1.1166 -1.0423
H 1.91011 0.89887 -2.05347 0.3734 0.7732 -2.5880
H 1.72034 1.38609 -0.38717 0.1148 3.2402 3.0177
H 2.15545 -1.26553 -1.51582 0.9171 -1.3139 0.0986
H -2.24131 1.61528 1.57505 0.4550 -0.2373 1.0535
H -1.40458 2.24144 0.10847 -1.4360 -0.2787 0.4016
H -3.19214 1.92529 0.28697 -4.3176 2.0097 -1.6481
H -2.40231 -1.81797 0.87272 -0.1486 -0.8570 0.1558
H 3.64484 -0.23356 0.26771 0.6140 0.2111 0.7136
H 2.47686 -0.57006 1.41680 -0.5592 0.5994 0.7733

=====

(4)
19
Properties=species:S:1:pos:R:3:forces:R:3 method="wB97M-V/def2-TZVPD" charge=+1 relative_energy_kj_mol=318.25 homo_ev=-13.6
C 0.54812 -0.91005 0.15676 -4.5111 2.6367 -2.2548
C -1.56495 -0.52547 0.02291 4.2312 -0.1933 -1.1860
C 0.93044 -0.05258 -0.95831 0.9356 1.9856 0.0767
C -0.03030 0.00878 -2.13112 -1.7360 -0.6786 -0.1333
C 0.85998 -1.38971 1.30464 -0.6034 -1.5380 0.4481
N -2.23591 -0.75683 1.07743 -3.4300 0.7521 -1.9026
O 1.15372 3.14051 0.11875 0.0023 1.5893 2.3848
O -0.12308 -1.80584 2.12782 -0.9432 1.1656 0.6219
S -1.87320 0.10784 -1.47699 1.1148 -0.1737 -0.1827
H 0.93616 1.06173 -0.57695 0.4971 -2.1159 -0.4018
H 1.94865 -0.35575 -1.33744 -0.8625 0.4805 0.2575
H 0.05107 0.97156 -2.64245 0.1936 -0.4506 -0.2286
H -0.10245 -0.86510 -2.82000 0.4790 0.7757 0.4995
H 1.76655 -1.78415 1.61031 2.3449 0.0339 0.1710
H -1.57127 -0.93791 1.75885 0.2944 -1.1243 2.8878
H -3.29322 -0.70155 1.10042 1.8366 -0.0183 0.5081
H 1.33468 3.67507 -0.65875 0.0677 0.2658 0.0420
H 1.19387 3.79683 0.92262 -0.0872 -1.8618 -2.4712
H 0.07114 -2.67740 2.40150 0.1761 -1.5308 0.8636

=====

(5)
19
Properties=species:S:1:pos:R:3:forces:R:3 method="wB97M-V/def2-TZVPD" charge=-1 relative_energy_kj_mol=218.69 homo_ev=-3.9
C -0.81396 -0.17197 3.70028 -2.4356 -0.9155 0.5887
C -0.94084 1.32710 3.40014 -1.8625 1.6822 -3.3722
O -0.99624 2.10878 4.36871 0.5451 -0.6046 -0.4432
O -1.18474 1.66476 2.10401 1.2684 -1.5143 3.9017
H -0.93614 -0.82392 2.82786 1.2070 0.2171 -0.1029
H -1.77023 -0.53222 4.21204 0.6339 1.0593 -0.2651
H -0.11623 -0.43662 4.48755 0.7599 -0.0376 -0.4598
C 0.95532 -0.70737 -2.94531 -1.6630 -0.8565 1.1131
C -0.58376 -0.82027 -2.60145 -1.1661 -0.7742 -0.9793
C 1.67888 0.18704 -1.82736 -2.4723 0.6616 1.0853
O 2.85114 0.37010 -1.83087 2.0152 0.1571 -0.8357
N 0.91053 0.81043 -0.75710 -0.9784 -2.9733 -3.5201
H 1.48093 -1.68109 -2.95552 -0.2496 0.3673 0.3905
H 0.89345 -0.47776 -4.03567 0.9657 1.0188 0.9935
H -0.92561 0.25142 -2.69761 -0.1337 -1.2889 0.6621
H -0.87429 -1.33115 -1.62284 0.6447 1.1372 -1.0568
H 1.39516 1.41186 -0.18023 1.5042 1.1892 1.2950
H 0.20937 0.27942 -0.25655 -0.2623 0.2931 -0.2700
H -1.23272 -1.42851 -3.39008 1.6794 1.1820 1.2753

=====

(6)
19
Properties=species:S:1:pos:R:3:forces:R:3 method="wB97M-V/def2-TZVPD" charge=-1 relative_energy_kj_mol=16.87 homo_ev=-4.7
C 1.27146 0.30126 1.36361 1.2755 -0.5966 -1.0626
C 2.11035 1.24351 0.48959 0.0474 1.3001 -0.3447
C 0.11078 0.97025 1.98892 -0.3649 1.2226 1.0421
O 0.32415 1.77633 2.90260 -0.4061 -0.0775 -0.1520
N -1.10047 0.65373 1.51073 0.9806 -0.7813 -0.5419
H 0.98827 -0.52433 0.70733 -0.1708 -0.1874 0.4381
H 1.91842 0.00314 2.18915 -0.1402 -0.4659 -0.0523
H 2.84981 1.82262 1.05140 -0.1546 -0.1335 0.1996
H -1.92611 1.13886 1.75235 -0.4536 0.5663 0.4637
H -1.10545 0.04256 0.69110 -0.3749 -0.0745 -0.3935
H 1.49432 1.99780 -0.01223 -0.1898 -0.1178 0.1285
H 2.65589 0.79177 -0.33888 -0.0812 -0.5902 0.2189
C -0.15108 -2.37373 -2.51904 0.3842 -0.2610 0.9192
C -0.86833 -1.10464 -1.95616 1.0810 0.3694 -1.1167
O -0.92598 -0.98833 -0.71049 -0.2597 -0.3194 0.4829
O -1.21462 -0.28151 -2.82916 -0.2961 -0.2631 0.4006
H 0.65463 -2.75896 -1.87377 -0.2560 0.4003 0.2853
H 0.34960 -2.15051 -3.45735 -0.5510 -0.1182 -0.3656
H -0.85590 -3.20991 -2.54385 -0.0698 0.1276 -0.5497

=====

The max |F| results, record by record, are as follows: 2.3; 5.4; 5.8; 5.7; 4.7; 1.8 eV/Å.